Below is a molecular structure, C4H8BrN2O2, with properties calculated with ωB97M-V with the def2-TZVPD basis set.

As for the net charge: +1. For the HOMO energy (spin up / spin down), the calculation gives -15.046 / -15.046 eV. Its maximum force is 0.140 hartree/bohr. The calculation puts the HOMO-LUMO gap (spin up / spin down) at 7.842 / 7.843 eV. Its energy above the lowest of the compared OMol25 structures with the same formula, charge and spin is 92.20 kcal per mole.

XYZ file:
```
17
Properties=species:S:1:pos:R:3:nbo_charge:R:1
C -0.659 0.729 -0.241 -0.11
C 0.727 0.470 0.281 0.10
C -1.890 0.047 0.567 -0.61
C 0.966 -0.227 1.587 -0.70
N -0.234 -0.230 -1.404 0.36
N 0.947 -0.326 -1.008 0.07
O 2.081 -1.256 -2.123 -0.37
O -0.918 -0.528 -2.385 -0.28
Br 1.895 2.060 0.072 0.13
H -1.006 1.776 -0.605 0.31
H -2.705 0.592 0.287 0.24
H -1.687 -0.085 1.674 0.26
H -2.002 -1.002 0.230 0.24
H 2.097 -0.271 1.827 0.28
H 0.510 -1.170 1.715 0.25
H 0.608 0.477 2.491 0.28
H 1.269 -1.059 -2.965 0.52
```